Record 1
The following is a quantum chemistry calculation of a 18-piece molecular cluster, C72H108O36 overall, from the OMol25 dataset.

Each line ends with the Mulliken charge.
Element x y z (Å)
O -1.98253 -1.31518 0.88571  -0.19
C -0.95651 -0.73602 0.44872  -0.42
O -0.00632 -0.38195 1.21745  -0.01
C 1.10621 0.30667 0.50570  1.68
C 0.43763 0.62434 -0.85722  1.58
C -0.58364 -0.45165 -1.03486  0.61
H 1.98378 -0.33055 0.39644  -0.41
H 1.37230 1.25373 0.97514  -0.97
H 1.18443 0.76323 -1.63895  -1.08
H -0.11904 1.55999 -0.80445  -0.61
H -0.16542 -1.31472 -1.55284  -0.75
H -1.44594 -0.25900 -1.67318  0.63
O 2.59501 6.20059 -5.36150  -0.54
C 3.24707 5.42014 -6.03131  0.21
O 4.08054 5.87269 -7.03333  -0.41
C 4.90263 4.84386 -7.52101  -0.50
C 4.19714 3.56661 -7.03612  -0.63
C 3.23762 3.92944 -5.94573  1.78
H 5.91670 4.91970 -7.12857  0.23
H 5.05453 4.86620 -8.60015  0.35
H 4.92825 2.84975 -6.66235  0.35
H 3.58828 3.13791 -7.83212  0.27
H 3.44800 3.57543 -4.93650  -0.78
H 2.22666 3.59864 -6.18373  -0.37
O 0.82949 6.49716 2.40033  -0.54
C 2.00264 6.68210 2.09964  0.36
O 2.77680 7.62727 2.60302  -0.39
C 4.18952 7.34575 2.41485  -0.63
C 4.10680 5.81770 2.03707  -0.15
C 2.88172 5.76352 1.21323  1.18
H 4.81095 7.62087 3.26705  0.38
H 4.57445 7.93028 1.57923  0.30
H 4.09521 5.26903 2.97885  -0.19
H 4.91921 5.52811 1.37057  0.39
H 2.49640 4.74404 1.19604  -1.00
H 3.02976 6.17215 0.21363  0.33
O 4.58342 -4.91337 6.41312  -0.64
C 4.02135 -5.38214 5.41589  0.53
O 3.10330 -4.79149 4.68590  -0.25
C 2.83484 -5.39125 3.39879  0.25
C 4.04274 -6.31308 3.20846  -0.42
C 4.36808 -6.64478 4.66447  -0.72
H 2.59072 -4.70553 2.58742  0.13
H 1.89764 -5.94083 3.48657  -0.25
H 4.80409 -5.65228 2.79398  0.19
H 3.77882 -7.13873 2.54758  0.44
H 5.33782 -7.06215 4.93559  0.38
H 3.79270 -7.46726 5.08940  0.29
O -6.70673 -1.94836 3.67492  -0.63
C -5.63378 -1.40603 3.86048  0.31
O -5.43635 -0.56669 4.90700  -0.40
C -4.04731 -0.11730 5.03856  -0.51
C -3.28718 -1.03856 4.10155  0.54
C -4.35648 -1.42715 3.05297  1.35
H -3.70937 -0.28185 6.06171  0.33
H -3.94788 0.95253 4.85501  0.22
H -2.98092 -1.95303 4.60953  0.64
H -2.40462 -0.55442 3.68343  -1.04
H -4.22532 -2.36409 2.51165  -0.33
H -4.33279 -0.63725 2.30223  -0.81
O -1.80959 0.41436 -5.77365  -0.60
C -0.64853 0.17482 -5.60632  0.27
O -0.23353 -0.58676 -4.53378  -0.10
C 1.20635 -0.50475 -4.42083  0.72
C 1.54817 0.69340 -5.25989  0.48
C 0.57099 0.68053 -6.37912  -0.65
H 1.70025 -1.43843 -4.68989  0.08
H 1.59925 -0.23219 -3.44132  -0.60
H 2.52567 0.56136 -5.72375  0.50
H 1.62806 1.60627 -4.66965  -0.76
H 0.82008 -0.06571 -7.13355  0.48
H 0.32045 1.64419 -6.82262  0.26
O -5.13238 -1.42172 -3.11255  -0.63
C -4.51487 -2.36614 -2.62901  0.03
O -3.16150 -2.41489 -2.73135  -0.22
C -2.64137 -3.42245 -1.82046  1.14
C -3.81596 -3.74404 -0.88097  0.69
C -5.08516 -3.39355 -1.63142  -0.43
H -1.81530 -3.04860 -1.21554  -0.65
H -2.24721 -4.33910 -2.25918  -0.20
H -3.74861 -3.16592 0.04062  -0.77
H -3.88561 -4.78323 -0.55955  0.15
H -5.87826 -3.07151 -0.95660  0.50
H -5.52545 -4.19189 -2.22882  0.36
O -8.15810 -8.00417 2.47775  -0.60
C -7.19737 -7.34862 2.05383  0.31
O -6.96459 -7.18484 0.69357  -0.41
C -6.09037 -6.11589 0.44153  -0.03
C -6.04481 -5.33215 1.77121  0.29
C -6.41049 -6.35517 2.85391  -0.39
H -6.53248 -5.42632 -0.27758  0.11
H -5.07288 -6.44688 0.23349  0.23
H -6.75480 -4.50587 1.73571  0.54
H -5.04886 -4.94586 1.98790  -0.55
H -6.98477 -5.80358 3.59825  0.34
H -5.55716 -6.90653 3.24881  0.16
O -0.38706 3.79171 -5.22572  -0.64
C -0.57015 4.14963 -4.09456  0.28
O 0.24184 5.05866 -3.44078  -0.27
C -0.36263 5.51978 -2.24370  0.59
C -1.79562 5.08359 -2.25279  -0.66
C -1.77742 3.87586 -3.21710  0.60
H -0.26658 6.60100 -2.14447  0.34
H 0.03601 4.98516 -1.38152  -0.63
H -2.40324 5.84891 -2.73569  0.39
H -2.05905 4.88645 -1.21363  0.25
H -2.64112 3.87663 -3.88204  0.13
H -1.65771 2.88307 -2.78336  -0.26
O -2.91517 -7.30238 1.66426  -0.67
C -2.36163 -6.46014 2.36443  0.55
O -2.93360 -6.01798 3.44574  -0.30
C -2.12965 -4.99476 4.04966  -0.75
C -1.05909 -4.61712 3.14247  1.67
C -0.94375 -5.92050 2.26961  -0.01
H -1.72470 -5.45430 4.95128  0.29
H -2.85242 -4.22464 4.31912  0.24
H -0.14518 -4.44475 3.71093  -0.35
H -1.31579 -3.68739 2.63473  -0.66
H -0.15952 -6.56584 2.66536  0.41
H -0.60383 -5.72179 1.25321  -0.24
O -2.96119 1.80770 2.69965  -0.62
C -1.91223 2.45192 2.59425  0.26
O -1.67185 3.07554 1.47529  -0.18
C -0.44900 3.85808 1.54847  -0.07
C 0.19034 3.34148 2.88840  0.60
C -0.88848 2.63610 3.64275  -0.24
H -0.80424 4.88387 1.64678  0.65
H 0.16904 3.86069 0.65063  -0.68
H 0.63303 4.18493 3.41822  0.58
H 0.91825 2.54196 2.75058  -0.82
H -1.35355 3.28629 4.38375  0.61
H -0.60344 1.69613 4.11530  -0.31
O 3.52001 -0.93770 -1.99523  -0.59
C 4.44603 -1.29815 -1.27425  0.03
O 4.23033 -1.80224 -0.05431  0.18
C 5.42748 -1.73998 0.71163  0.05
C 6.50302 -1.32353 -0.15038  -1.06
C 5.90225 -1.24456 -1.53618  -0.43
H 5.62758 -2.77123 1.00246  0.33
H 5.34186 -1.13840 1.61655  0.12
H 7.34593 -2.01124 -0.08212  0.34
H 6.86172 -0.32937 0.11624  0.28
H 6.16047 -2.14336 -2.09616  0.45
H 6.36744 -0.39666 -2.03892  0.30
O 2.34614 3.20391 -2.68984  -0.26
C 3.17362 2.83172 -1.87644  -0.24
O 2.89475 2.68172 -0.60673  0.33
C 4.09789 2.45811 0.16655  1.14
C 5.28382 2.58694 -0.77592  -0.87
C 4.64475 2.53185 -2.17995  -0.45
H 3.98091 1.39773 0.39017  -0.95
H 4.24086 3.11990 1.02078  0.06
H 5.98072 1.77013 -0.58816  0.14
H 5.85354 3.50042 -0.60541  0.35
H 4.80235 1.57095 -2.66977  0.15
H 5.01064 3.32489 -2.83211  0.48
O -6.28401 -0.54942 0.47323  -0.59
C -5.84689 0.45267 -0.09843  0.56
O -6.61253 1.49088 -0.57552  -0.43
C -5.81434 2.38705 -1.37593  -0.26
C -4.45992 2.28451 -0.69427  0.17
C -4.41884 0.86006 -0.47971  1.56
H -6.13854 3.42646 -1.42723  0.45
H -5.81048 2.02325 -2.40341  -0.04
H -4.59448 2.81915 0.24603  0.18
H -3.55677 2.63691 -1.19250  -0.17
H -3.73075 0.48360 0.27720  -1.28
H -4.22388 0.35973 -1.42826  -0.27
O 3.86494 0.73957 2.89005  -0.73
C 3.04274 -0.05387 3.35295  0.33
O 1.83611 0.36718 3.77361  0.28
C 1.09290 -0.63565 4.34881  -0.61
C 1.76070 -1.89614 3.77897  0.01
C 3.14344 -1.54989 3.42211  0.52
H 0.03083 -0.69247 4.11029  -0.14
H 1.21254 -0.53204 5.42726  0.57
H 1.15403 -2.23563 2.93944  -0.31
H 1.78017 -2.59245 4.61735  0.54
H 3.39941 -2.00130 2.46356  -0.52
H 3.83388 -1.81344 4.22331  0.37
O 4.90050 5.41430 8.31039  -0.61
C 4.42677 4.72079 7.35419  0.26
O 3.93862 3.46096 7.58238  -0.36
C 3.51592 2.85037 6.32013  -0.04
C 3.22752 4.02638 5.46372  0.36
C 4.26567 5.08090 5.89769  -0.47
H 2.58560 2.28693 6.24854  0.15
H 4.31923 2.25782 5.88232  0.20
H 2.27796 4.48149 5.74537  0.14
H 3.20496 3.86684 4.38569  -0.24
H 3.95016 6.12183 5.82707  0.34
H 5.25211 4.89515 5.47279  0.32
O 1.22425 -5.01563 0.26482  -0.47
C 1.10343 -4.89969 -0.98008  0.15
O 0.31875 -5.69440 -1.67638  -0.45
C 0.44527 -5.36043 -3.10639  -0.82
C 0.88415 -3.90012 -3.03625  0.17
C 1.82476 -3.89923 -1.83889  1.21
H -0.53804 -5.53422 -3.54343  0.42
H 1.24070 -5.96842 -3.53734  0.31
H 0.08139 -3.16305 -3.01566  -0.22
H 1.44314 -3.73256 -3.95686  0.23
H 1.85474 -2.84183 -1.57600  -0.83
H 2.83709 -4.30283 -1.85827  0.34
O -7.97550 2.89469 -7.09825  -0.62
C -6.97233 2.30953 -6.69984  0.51
O -5.81585 2.29808 -7.36612  -0.39
C -4.73067 1.61217 -6.71359  -0.35
C -5.20864 1.50653 -5.28666  0.56
C -6.72418 1.51575 -5.39700  -0.52
H -3.77113 2.11905 -6.81577  0.21
H -4.54332 0.69463 -7.27138  0.23
H -4.83771 2.36842 -4.73199  -0.19
H -4.78799 0.60661 -4.83800  0.06
H -7.18858 2.02355 -4.55168  0.22
H -7.21908 0.54461 -5.40435  0.34

Calculated values
Energy relative to the best compared isomer or geometry (same formula, charge and spin)   3.725 eV
Total charge   0
Gap between HOMO and LUMO   8.61 eV
Calculated total energy   -5516.99336 a.u.

=====

Record 2
The following is a quantum chemistry calculation of one molecule with the formula C6H8, from the OMol25 dataset.

Each line ends with the natural charge from an NBO analysis.
Element x y z (Å)
C 2.61318 -0.97805 -0.74663  -0.27
C 1.85039 -0.56247 0.08769  0.02
C 0.79392 0.03012 0.92319  -0.48
C -0.24906 0.57285 -0.04059  -0.21
C -1.70386 0.79278 0.25162  -0.42
C -1.27171 -0.37538 -0.59029  -0.42
H 3.28653 -1.34030 -1.49226  0.24
H 0.35275 -0.72771 1.58356  0.23
H 1.21546 0.81159 1.56894  0.23
H 0.17880 1.28113 -0.74519  0.22
H -2.15616 1.63253 -0.26868  0.22
H -2.11407 0.60392 1.23986  0.21
H -1.32394 -1.35195 -0.11405  0.21
H -1.47221 -0.38906 -1.65716  0.22

Calculated values
Energy relative to the best compared isomer or geometry (same formula, charge and spin)   1.877 eV
SMILES   C#CCC1CC1
Total charge   0
Gap between HOMO and LUMO   11.06 eV
Calculated total energy   -233.31804 a.u.

=====

no.,HOMO (eV)
1,-9.4
2,-9.9